1.
# C13H18AsBF6N6OS5SbW

C13H18AsBF6N6OS5SbW as an isolated structure (the ωB97M-V functional and the def2-TZVPD basis, OMol25).

Calculated values
* orbital gap (spin up / spin down): 3.72 / 3.73 eV
* ⟨S²⟩: 0.754
* 2S+1: 2
* HOMO level (spin up / spin down): -0.49494 / -0.49525 hartree
* total charge: +2
* lowest unoccupied orbital energy (spin up / spin down): -9.75 / -9.75 eV

Atoms and positions in Å:
W 0.2339 -0.0793 1.7092
C 3.4157 -2.2535 4.1293
C 2.3385 -1.3564 4.0406
N 2.0160 -1.1522 2.7657
N 2.7402 -2.1935 2.0140
C 3.7016 -2.6739 2.8032
B 2.7890 -1.9848 0.5336
N 1.4525 -2.5379 -0.0679
C 1.1646 -3.3405 -1.0963
C -0.2268 -3.3523 -1.3204
C -0.7707 -2.5636 -0.2620
N 0.2849 -2.0463 0.4897
N 2.8717 -0.3961 0.2032
C 3.8721 0.2152 -0.4511
C 3.9193 1.5637 -0.0634
C 2.8899 1.7426 0.8721
N 2.2762 0.5643 1.1041
H 3.8201 -2.5999 5.0817
H 1.8541 -0.8270 4.8528
H 4.4565 -3.3180 2.4094
H 3.8028 -2.5234 0.0680
H 1.8694 -3.8133 -1.7528
H -0.7365 -3.7214 -2.2069
H -1.8061 -2.4119 0.0694
H 4.4027 -0.3343 -1.2187
H 4.5065 2.3612 -0.4639
H 2.5144 2.6099 1.3919
S -3.5323 -2.9418 -7.6883
As -2.3789 -0.3513 -7.1080
S -3.9336 -0.1449 -5.8230
S -1.2947 -2.0144 -5.4432
S -2.4051 -3.5271 -6.1765
F 0.4954 1.5192 2.7903
Sb -4.2031 2.0154 5.4910
F -2.7697 3.0080 4.7434
F -1.6643 -0.4084 1.3106
F -4.8054 1.2243 3.8652
F -0.4248 -0.8916 3.4608
F -5.3762 3.4479 5.3060
O -0.1782 0.9151 -0.1835
S -1.3893 0.9124 -1.1112
C -0.9164 2.2813 -2.2818
C -1.8945 3.4369 -2.2208
C -3.1201 2.9968 -1.3861
C -2.6386 2.0683 -0.3108
H -0.7804 1.8895 -3.2783
H 0.1345 2.5992 -1.9947
H -2.1059 3.8022 -3.2506
H -1.4271 4.3298 -1.7505
H -3.8722 2.4389 -2.0074
H -3.6301 3.8451 -1.0051
H -3.4746 1.4042 -0.0587
H -2.0666 2.5679 0.4766

***

2.
# CH4N4

A 2-piece molecular cluster, CH4N4 overall (the ωB97M-V functional and the def2-TZVPD basis, OMol25).

Calculated values
* orbital gap: 7.88 eV
* ΔE to the lowest compared entry with this formula, charge and spin: 453.3 kJ/mol
* HOMO level: -0.34452 hartree
* SMILES: [H]/N=N/C#N.N
* lowest unoccupied orbital energy: -1.49 eV

Atoms and positions in Å:
C -1.8923 0.0127 0.9164
N -2.4856 -0.1901 1.9181
N 1.5945 -0.5300 0.0270
N -0.3556 0.6518 -0.6728
N -1.4133 0.1427 -0.2623
H 0.7512 -0.1828 0.4472
H 1.5293 -0.5646 -1.0208
H -0.1504 0.7135 -1.6681
H 2.4222 -0.0531 0.3154

***

3.
# C38H57CuGeNO3PSeSi3

C38H57CuGeNO3PSeSi3 as an isolated structure (the ωB97M-V functional and the def2-TZVPD basis, OMol25).

Calculated values
* orbital gap: 6.60 eV
* ΔE to the lowest compared entry with this formula, charge and spin: 110.5 kJ/mol
* HOMO level: -0.23045 hartree
* lowest unoccupied orbital energy: 0.33 eV

Atoms and positions in Å:
Cu 0.8925 -0.8494 -1.0697
O 0.6260 1.6558 0.3582
C 1.4969 2.4597 -0.4058
C 1.7439 1.9696 -1.8186
C 2.4776 2.7694 -2.6884
C 2.6672 2.3601 -3.9932
C 2.0905 1.1651 -4.4060
C 1.3718 0.4340 -3.4829
N 1.2162 0.8131 -2.1991
H -0.2706 1.7193 0.0094
H 2.4449 2.4960 0.1337
H 1.1294 3.4906 -0.4802
H 2.8823 3.7083 -2.3311
H 3.2389 2.9687 -4.6816
H 2.1953 0.8014 -5.4180
H 0.9000 -0.5003 -3.7562
O -1.6857 0.5410 2.0122
C -0.9439 -0.1659 1.3656
O -1.1152 -0.4015 0.0783
C 0.2205 -0.8696 2.0412
P 1.7434 -1.0997 1.0226
C 2.9709 0.1257 1.5967
C 4.0698 0.3073 0.7552
C 5.0593 1.2286 1.0665
C 4.9468 2.0014 2.2147
C 3.8541 1.8337 3.0536
C 2.8758 0.8966 2.7499
C 2.4088 -2.6535 1.7328
C 3.6338 -2.7150 2.3936
C 4.1125 -3.9243 2.8806
C 3.3763 -5.0861 2.7099
C 2.1572 -5.0352 2.0471
C 1.6778 -3.8305 1.5578
H -0.1192 -1.8808 2.2833
H 0.4049 -0.3529 2.9798
H 4.1462 -0.2847 -0.1518
H 5.9097 1.3523 0.4081
H 5.7062 2.7347 2.4534
H 3.7649 2.4311 3.9517
H 2.0323 0.7801 3.4168
H 4.2207 -1.8181 2.5397
H 5.0641 -3.9547 3.3955
H 3.7513 -6.0282 3.0884
H 1.5819 -5.9390 1.8941
H 0.7462 -3.8137 1.0032
C 1.9507 -6.1424 -6.5878
C 1.4709 -5.3916 -5.3731
C 0.2405 -5.6653 -4.7913
C -0.2106 -4.9917 -3.6603
C -1.5429 -5.3738 -3.0741
C 0.5922 -3.9902 -3.0849
Se -0.0867 -3.0341 -1.5683
C 1.8530 -3.7285 -3.6379
C 2.8080 -2.7208 -3.0480
C 2.2609 -4.4231 -4.7734
H 1.1638 -6.7805 -6.9897
H 2.8044 -6.7790 -6.3457
H 2.2678 -5.4596 -7.3781
H -0.3898 -6.4346 -5.2267
H -2.0035 -6.1708 -3.6583
H -2.2174 -4.5202 -3.0367
H -1.4327 -5.7115 -2.0412
H 2.5541 -2.4933 -2.0128
H 2.7943 -1.7824 -3.6127
H 3.8292 -3.1043 -3.0797
H 3.2400 -4.2047 -5.1917
C -1.8977 -1.3586 -4.1190
Si -2.7261 -0.0589 -3.0647
C -4.5752 -0.1740 -3.4294
C -2.1033 1.6022 -3.7045
Ge -2.8429 0.1411 -0.6519
Si -3.4059 2.4519 -0.1825
C -5.0052 2.6549 -1.1592
C -2.2044 3.7455 -0.8379
C -3.7948 2.8389 1.6061
Si -4.2808 -1.4054 0.5003
C -5.9407 -1.4167 -0.3736
C -4.5695 -0.8112 2.2484
C -3.5312 -3.1160 0.4684
H -1.6670 -0.9003 -5.0845
H -2.5719 -2.1962 -4.2904
H -0.9900 -1.7759 -3.6864
H -4.7996 0.2023 -4.4312
H -5.1883 0.3835 -2.7199
H -4.8898 -1.2191 -3.3885
H -1.8954 1.5293 -4.7747
H -1.1830 1.9133 -3.2053
H -2.8448 2.3879 -3.5616
H -4.8335 2.6460 -2.2364
H -5.4890 3.6007 -0.9018
H -5.7103 1.8520 -0.9291
H -2.2437 3.7991 -1.9219
H -1.1624 3.5890 -0.5602
H -2.4982 4.7188 -0.4366
H -4.8567 2.6694 1.7994
H -3.5788 3.8902 1.8095
H -3.2191 2.2252 2.2937
H -6.3802 -0.4186 -0.4367
H -6.6332 -2.0503 0.1876
H -5.8636 -1.8163 -1.3846
H -4.8153 0.2524 2.2611
H -3.6869 -0.9432 2.8740
H -5.4021 -1.3656 2.6898
H -4.0648 -3.7459 -0.2464
H -3.5980 -3.5840 1.4534
H -2.4831 -3.1056 0.1621

***

The calculation returns the following strongest force on any atom values, one per record and in order: 3.99, 5.66, 0.67 eV Å⁻¹.
The calculation returns the following M values, one per record and in order: 940.0, 72.1, 906.2 g/mol.